9
Properties=species:S:1:pos:R:3:forces:R:3 method="wB97M-V/def2-TZVPD" charge=0 smiles="O=[N+]([O-])C1=CC1" largest_force_ha_per_bohr=0.053 total_energy_ha=-321.1385 homo_energy_ev=-10.58 relative_energy_kj_mol=627.8 multiplicity=1
C 0.25555 -0.83610 -0.53438 0.791 0.993 -1.052
C 0.71411 0.23224 -1.11562 -0.140 0.206 -0.436
C 0.06573 0.47039 0.20544 0.140 0.432 -0.184
N 1.29001 0.93891 -2.36002 -0.866 -1.511 2.113
O 1.27948 2.13740 -2.32944 0.021 0.470 -0.093
O 1.68931 0.21607 -3.23152 0.188 -0.138 -0.456
H 0.08321 -1.88543 -0.53542 -0.117 -0.401 0.009
H -0.92117 0.91732 0.24278 -0.136 -0.028 0.003
H 0.67932 0.69432 1.06854 0.119 -0.022 0.097